P) This record from the OMol25 dataset describes a cluster of 2 separate species, BrH2NOS in total. The level of theory is ωB97M-V/def2-TZVPD.

The geometry in XYZ format:
```
6
BrH2NOS, DFT ωB97M-V/def2-TZVPD
N -0.956 -1.797 1.682
O 0.991 0.199 -1.255
S -0.297 -0.537 1.800
Br -1.976 1.176 1.250
H 0.705 -0.127 -2.157
H 1.533 1.086 -1.320
```

* molar mass: 144.0 g mol⁻¹
* total charge: 0
* HOMO: -9.825 eV
* Kohn-Sham gap: 8.3 eV



Q) This record from the OMol25 dataset describes a cluster of 2 separate species, BrH2NOS in total. The level of theory is ωB97M-V/def2-TZVPD.

The geometry in XYZ format:
```
6
BrH2NOS, DFT ωB97M-V/def2-TZVPD
N 1.431 0.190 0.253
O -1.711 -1.383 0.463
S -1.211 -0.380 -0.385
Br -2.301 1.496 0.060
H 1.830 0.739 -0.496
H 1.962 -0.663 0.105
```

* molar mass: 144.0 g mol⁻¹
* total charge: 0
* HOMO: -8.709 eV
* Kohn-Sham gap: 6.3 eV



Computed energies relative to the best structure, in kcal/mol: P) 0.0; Q) 44.7



P) This record from the OMol25 dataset describes a structure of composition C2H2O5Rb. The level of theory is ωB97M-V/def2-TZVPD.

The geometry in XYZ format:
```
10
C2H2O5Rb, DFT ωB97M-V/def2-TZVPD
C -1.486 -0.205 -0.713
O -0.816 0.802 -0.380
O -2.619 -0.268 -1.191
C -0.816 -1.665 -0.253
O -1.349 -2.725 -0.454
Rb 1.847 1.049 0.727
O -0.016 -1.463 0.810
H 0.217 -2.315 1.207
O 2.778 -1.503 -0.870
H 2.508 -1.914 -1.711
```

* 2S+1: 2
* molar mass: 191.5 g mol⁻¹
* ⟨S²⟩: 0.753
* total charge: 0
* HOMO (spin up / spin down): -8.183 / -8.176 eV
* Kohn-Sham gap (spin up / spin down): 7.2 / 4.9 eV



Q) This record from the OMol25 dataset describes a structure of composition C2H2O5Rb. The level of theory is ωB97M-V/def2-TZVPD.

The geometry in XYZ format:
```
10
C2H2O5Rb, DFT ωB97M-V/def2-TZVPD
C 1.862 1.633 0.724
O 1.159 2.385 0.011
O 2.838 1.847 1.422
C -0.331 -1.247 0.202
O -0.034 -2.307 0.674
Rb -1.609 2.020 -1.643
O -0.127 -0.914 -1.080
H 0.117 -1.666 -1.636
O -1.600 -0.565 0.509
H -2.275 -1.185 0.819
```

* 2S+1: 2
* molar mass: 191.5 g mol⁻¹
* ⟨S²⟩: 0.753
* total charge: 0
* HOMO (spin up / spin down): -4.926 / -8.170 eV
* Kohn-Sham gap (spin up / spin down): 3.7 / 6.9 eV



Computed energies relative to the best structure, in kcal/mol: P) 2.1; Q) 0.0



P) This record from the OMol25 dataset describes the molecule CH5N3O. The level of theory is ωB97M-V/def2-TZVPD.

The geometry in XYZ format:
```
10
CH5N3O, DFT ωB97M-V/def2-TZVPD
C 0.189 0.617 -0.198
H -2.215 -1.104 0.237
H -2.247 0.415 0.586
H -0.340 1.650 0.182
H 1.902 0.985 0.545
H 1.558 -1.459 -0.654
N -1.878 -0.251 -0.170
N -0.501 -0.480 -0.289
N 1.642 0.458 -0.339
O 1.891 -0.830 0.101
```

* molar mass: 75.1 g mol⁻¹
* total charge: 0
* SMILES: N/N=C/NO
* HOMO: -8.828 eV
* Kohn-Sham gap: 9.9 eV



Q) This record from the OMol25 dataset describes a cluster of 2 separate species, CH5N3O in total. The level of theory is ωB97M-V/def2-TZVPD.

The geometry in XYZ format:
```
10
CH5N3O, DFT ωB97M-V/def2-TZVPD
C 0.544 -0.432 -0.180
H -2.428 -0.463 0.353
H -1.640 -0.005 1.827
H -0.309 1.596 0.466
H 1.407 1.041 -1.477
H 2.436 -0.262 -1.034
N -1.600 -0.304 0.839
N -0.588 0.233 0.109
N 1.416 0.099 -1.188
O 0.763 -1.502 0.284
```

* molar mass: 75.1 g mol⁻¹
* total charge: 0
* HOMO: -9.269 eV
* Kohn-Sham gap: 9.5 eV



R) This record from the OMol25 dataset describes a cluster of 2 separate species, CH5N3O in total. The level of theory is ωB97M-V/def2-TZVPD.

The geometry in XYZ format:
```
10
CH5N3O, DFT ωB97M-V/def2-TZVPD
C 1.403 -1.126 -0.076
N -1.275 -0.298 -0.322
N -0.285 1.474 0.632
N -1.014 0.391 0.827
O 1.279 -0.355 -0.969
H 1.792 -2.153 -0.343
H -1.606 -1.160 -0.049
H -0.550 -0.239 -0.938
H 0.265 1.478 -0.196
H -0.009 1.989 1.434
```

* molar mass: 75.1 g mol⁻¹
* total charge: 0
* HOMO (spin up / spin down): -6.111 / -9.008 eV
* Kohn-Sham gap (spin up / spin down): 5.5 / 9.5 eV



Computed energies relative to the best structure, in kcal/mol: P) 32.5; Q) 0.0; R) 65.4



P) This record from the OMol25 dataset describes a cluster of 2 separate species, C2H9N2O in total. The level of theory is ωB97M-V/def2-TZVPD.

The geometry in XYZ format:
```
14
C2H9N2O, DFT ωB97M-V/def2-TZVPD
C 0.277 1.843 0.773
C 0.466 0.251 0.408
N -0.227 -2.328 -1.055
N -0.435 -0.526 0.686
O -0.050 2.484 -0.485
H -0.559 2.010 1.407
H 1.216 2.209 1.180
H 1.391 -0.127 -0.166
H -0.581 -2.167 -1.942
H 0.784 -2.317 -1.226
H -0.435 -3.232 -0.721
H -0.468 -1.479 0.286
H -1.213 -0.093 1.196
H -0.167 3.471 -0.342
```

* molar mass: 77.1 g mol⁻¹
* total charge: +1
* HOMO: -15.053 eV
* Kohn-Sham gap: 10.8 eV



Q) This record from the OMol25 dataset describes a cluster of 2 separate species, C2H9N2O in total. The level of theory is ωB97M-V/def2-TZVPD.

The geometry in XYZ format:
```
14
C2H9N2O, DFT ωB97M-V/def2-TZVPD
C -1.266 -1.407 -1.673
N -0.120 0.413 1.282
C -0.916 -0.057 0.340
N -0.486 -0.532 -0.792
H -2.280 -1.014 -1.789
H -0.780 -1.508 -2.634
H -1.429 -2.372 -1.198
H 0.858 0.303 1.143
H -0.646 0.768 2.060
H -1.944 -0.343 0.533
H 0.468 -0.376 -1.092
H 2.462 2.565 1.719
H 3.515 1.705 1.029
O 2.564 1.856 1.073
```

* molar mass: 77.1 g mol⁻¹
* total charge: +1
* HOMO: -15.198 eV
* Kohn-Sham gap: 11.6 eV



R) This record from the OMol25 dataset describes a cluster of 3 separate species, C2H9N2O in total. The level of theory is ωB97M-V/def2-TZVPD.

The geometry in XYZ format:
```
14
C2H9N2O, DFT ωB97M-V/def2-TZVPD
C 1.485 -1.513 0.253
C 0.769 -0.504 0.596
N -0.138 0.360 0.827
N -2.390 -0.082 -0.384
O 1.731 1.440 -0.570
H -2.333 -1.095 -0.329
H 1.769 -1.402 -0.766
H 1.635 -2.471 0.807
H -1.413 0.184 0.186
H 0.164 1.195 1.271
H -3.299 0.165 -0.061
H 1.672 2.342 -0.108
H -2.338 0.228 -1.326
H 2.684 1.152 -0.396
```

* molar mass: 77.1 g mol⁻¹
* total charge: +1
* HOMO: -14.174 eV
* Kohn-Sham gap: 10.9 eV



Computed energies relative to the best structure, in kcal/mol: P) 35.6; Q) 0.0; R) 45.8



P) This record from the OMol25 dataset describes a cluster of 2 separate species, C2H9N2O in total. The level of theory is ωB97M-V/def2-TZVPD.

The geometry in XYZ format:
```
14
C2H9N2O, DFT ωB97M-V/def2-TZVPD
C -0.319 -1.581 -1.880
N -0.173 -1.648 -0.381
H 0.020 -2.460 -2.302
H -1.396 -1.422 -2.206
H 0.377 -0.738 -2.042
H -0.251 -0.666 0.013
H 0.749 -2.079 -0.125
H -0.977 -2.222 -0.040
C -0.127 1.792 1.179
N 0.844 2.559 1.842
O -0.081 0.556 0.972
H -1.036 2.310 0.822
H 0.821 3.514 1.762
H 1.549 2.084 2.385
```

* molar mass: 77.1 g mol⁻¹
* total charge: +1
* HOMO: -14.658 eV
* Kohn-Sham gap: 11.5 eV



Q) This record from the OMol25 dataset describes a cluster of 2 separate species, C2H9N2O in total. The level of theory is ωB97M-V/def2-TZVPD.

The geometry in XYZ format:
```
14
C2H9N2O, DFT ωB97M-V/def2-TZVPD
C 2.481 -0.951 -0.802
N 1.692 -0.289 0.250
H 3.466 -1.487 -0.314
H 1.863 -1.733 -1.328
H 2.933 -0.362 -1.576
H 0.739 0.058 0.085
H 2.212 0.515 0.652
H 1.510 -0.895 1.091
C -2.548 0.305 0.094
N -3.133 1.422 0.575
O -1.569 -0.222 0.605
H -2.999 -0.200 -0.804
H -3.884 1.961 0.086
H -2.763 1.878 1.387
```

* molar mass: 77.1 g mol⁻¹
* total charge: +1
* HOMO: -13.704 eV
* Kohn-Sham gap: 10.2 eV



Computed energies relative to the best structure, in kcal/mol: P) 0.0; Q) 7.6



P) This record from the OMol25 dataset describes the molecule C6H7NO2. The level of theory is ωB97M-V/def2-TZVPD.

The geometry in XYZ format:
```
16
C6H7NO2, DFT ωB97M-V/def2-TZVPD
C -1.494 1.443 0.333
C -0.370 0.455 0.061
C -0.477 -0.954 0.364
C 0.631 -1.802 0.114
C 1.694 -1.323 -0.587
C 0.791 0.807 -0.702
H -2.276 0.676 1.803
H -1.797 1.856 -0.430
H -1.182 2.251 0.924
H -1.207 -1.467 0.789
H 0.443 -3.035 0.499
H 2.629 -1.926 -0.709
H 0.722 1.807 -0.900
N 1.768 -0.006 -0.933
O -2.666 0.825 0.927
O 2.793 0.394 -1.553
```

* molar mass: 125.1 g mol⁻¹
* total charge: 0
* SMILES: [O-][n+]1cccc(CO)c1
* HOMO: -8.477 eV
* Kohn-Sham gap: 9.0 eV



Q) This record from the OMol25 dataset describes the molecule C6H7NO2. The level of theory is ωB97M-V/def2-TZVPD.

The geometry in XYZ format:
```
16
C6H7NO2, DFT ωB97M-V/def2-TZVPD
C 1.792 1.109 0.563
C 2.050 -0.185 -0.132
C -0.386 -0.631 -0.316
C -1.444 -1.229 0.432
C -2.546 -0.331 0.249
C -2.172 0.619 -0.594
H 1.088 1.124 1.246
H 1.527 2.016 -0.206
H 2.953 1.447 0.866
H 1.323 -1.985 -0.974
H -1.217 -2.049 0.977
H -3.497 -0.482 0.515
H -2.721 1.650 -0.900
N 0.952 -0.942 -0.458
O 3.171 -0.626 -0.441
O -0.873 0.496 -0.827
```

* molar mass: 125.1 g mol⁻¹
* total charge: 0
* SMILES: CC(=O)Nc1ccco1
* HOMO: -8.702 eV
* Kohn-Sham gap: 9.5 eV



Computed energies relative to the best structure, in kcal/mol: P) 45.8; Q) 0.0